No. 1
DFT (wB97M-V/def2-TZVPD) results for a molecular structure, C18H16N4NiO3S2Si.

Geometry as XYZ:
```
45
C18H16N4NiO3S2Si (wB97M-V/def2-TZVPD)
Ni -1.014 0.699 0.602
C 0.686 -4.684 -0.487
Si 1.598 -3.640 -1.739
C 1.154 -4.279 -3.457
C 3.447 -3.929 -1.487
C 1.305 -1.791 -1.700
C 2.047 -1.041 -2.605
C 1.944 0.343 -2.680
C 1.065 0.956 -1.804
N 0.341 0.271 -0.936
C 0.422 -1.077 -0.853
S -0.633 -1.727 0.345
H 0.988 -5.727 -0.634
H -0.394 -4.603 -0.599
H 0.919 -4.382 0.533
H 1.401 -5.339 -3.555
H 1.685 -3.732 -4.240
H 0.084 -4.159 -3.641
H 3.696 -4.990 -1.574
H 3.745 -3.588 -0.494
H 4.047 -3.380 -2.217
H 2.736 -1.545 -3.281
H 2.522 0.927 -3.382
H 0.921 2.031 -1.788
O 1.819 1.568 3.466
C 0.747 1.701 2.866
O 0.546 1.268 1.683
C -0.394 2.375 3.634
C 0.031 3.212 4.671
C -0.841 3.924 5.470
C -2.208 3.787 5.243
C -2.650 2.961 4.233
C -1.775 2.238 3.397
S -2.582 1.230 2.204
H 1.100 3.271 4.826
H -0.465 4.569 6.256
H -2.931 4.325 5.849
H -3.713 2.852 4.050
O -2.509 0.967 -0.985
N -2.106 2.064 -1.438
C -2.904 2.773 -2.230
C -4.200 2.326 -2.628
N -5.241 1.978 -2.979
C -2.407 4.001 -2.738
N -2.029 4.998 -3.178
```

<S²>   2.006
Multiplicity   3
Total charge   -2
HOMO level (spin up / spin down)   -1.77 / -1.75 eV
Energy relative to the best compared isomer or geometry (same formula, charge and spin)   0.000 eV
Orbital gap (spin up / spin down)   6.092 / 6.064 eV


No. 2
DFT (wB97M-V/def2-TZVPD) results for 3 unconnected molecules or ions with the total composition C18H16N4O6.

Geometry as XYZ:
```
44
C18H16N4O6 (wB97M-V/def2-TZVPD)
O 0.576 -1.346 -0.624
C -0.571 -1.177 -0.355
O -0.941 -0.790 0.910
N -1.604 -1.416 -1.240
C -2.928 -0.959 -0.816
C -3.265 0.368 -1.051
C -4.510 0.803 -0.620
C -5.319 -0.130 0.015
C -4.894 -1.437 0.173
N -3.695 -1.862 -0.246
H -1.054 0.170 0.864
H -1.373 -1.007 -2.137
H -2.569 1.032 -1.533
H -4.828 1.822 -0.760
H -6.289 0.158 0.388
H -5.530 -2.167 0.646
C 2.959 0.136 -4.589
C 2.407 0.025 -3.320
C 1.318 0.803 -2.968
C 0.794 1.679 -3.902
C 1.331 1.807 -5.170
C 2.424 1.028 -5.511
N -0.381 2.486 -3.542
O -0.825 2.366 -2.412
O -0.850 3.217 -4.385
H 3.807 -0.476 -4.863
H 2.820 -0.670 -2.602
H 0.891 0.717 -1.981
H 0.907 2.499 -5.882
H 2.856 1.114 -6.498
C 3.019 -0.805 2.969
C 3.670 -0.842 4.196
C 2.947 -0.709 5.370
C 1.577 -0.544 5.292
C 0.912 -0.500 4.081
C 1.643 -0.631 2.911
N 0.802 -0.421 6.538
O 1.413 -0.442 7.587
O -0.403 -0.304 6.443
H 3.585 -0.914 2.054
H 4.742 -0.977 4.239
H 3.445 -0.736 6.328
H -0.159 -0.370 4.045
H 1.140 -0.602 1.958
```

HOMO level   -9.90 eV
Energy relative to the best compared isomer or geometry (same formula, charge and spin)   2.501 eV
Orbital gap   9.064 eV


No. 3
DFT (wB97M-V/def2-TZVPD) results for a molecular structure, C18H16N7O2S2Ti.

Geometry as XYZ:
```
46
C18H16N7O2S2Ti (wB97M-V/def2-TZVPD)
Ti -0.126 0.136 -0.813
S 0.542 2.013 0.475
C -0.972 1.813 1.332
S -2.091 0.742 0.537
C -1.214 2.392 2.533
C -0.237 3.262 3.130
N 0.557 3.942 3.609
C -2.443 2.133 3.231
N -3.427 1.893 3.777
N -1.724 -2.504 0.400
C -0.667 -2.150 1.227
C -0.592 -2.770 2.473
C 0.456 -2.469 3.305
C 1.436 -1.580 2.870
C 1.282 -0.999 1.643
N 0.221 -1.236 0.825
C -1.790 -2.470 -0.972
C -2.718 -3.296 -1.621
C -2.713 -3.341 -2.987
C -1.786 -2.577 -3.708
C -0.950 -1.762 -3.010
N -0.958 -1.674 -1.650
H -2.413 -3.091 0.839
H -1.350 -3.486 2.760
H 0.523 -2.935 4.280
H 2.294 -1.330 3.476
H 1.997 -0.281 1.275
H -3.398 -3.904 -1.039
H -3.413 -3.985 -3.505
H -1.735 -2.613 -4.786
H -0.236 -1.121 -3.508
C -1.429 4.677 -2.429
N -0.773 3.366 -2.529
C 0.640 3.369 -2.916
C -1.425 2.290 -2.236
O -0.911 1.114 -2.275
H -0.908 5.269 -1.680
H -2.466 4.545 -2.135
H -1.378 5.175 -3.394
H 1.176 4.035 -2.244
H 0.721 3.737 -3.938
H 1.044 2.367 -2.850
H -2.469 2.401 -1.957
O 3.337 -1.829 -1.307
C 2.513 -1.018 -1.385
N 1.640 -0.170 -1.471
```

Total charge   +1
HOMO level   -11.18 eV
Energy relative to the best compared isomer or geometry (same formula, charge and spin)   0.000 eV
Orbital gap   6.865 eV


No. 4
DFT (wB97M-V/def2-TZVPD) results for C18H16O2S in the gas phase.

Geometry as XYZ:
```
37
C18H16O2S (wB97M-V/def2-TZVPD)
O 2.920 -0.190 2.792
O -1.833 2.284 2.737
S -2.277 -0.438 -1.730
C 1.911 0.506 2.722
C -0.724 1.957 2.687
C 1.971 2.756 5.799
C 0.747 3.442 5.767
C 0.246 -0.724 -0.566
C 2.335 1.740 4.816
C -0.176 3.042 4.761
C 1.216 -0.388 0.409
C -1.184 0.734 0.594
C -1.008 -0.225 -0.451
C 1.508 1.471 3.782
C 0.231 2.087 3.788
C 0.923 0.222 1.584
C -0.246 0.956 1.593
C -1.657 -3.990 -4.015
C -3.171 -3.090 -1.279
C -2.203 -2.641 -3.635
C -2.117 -2.327 -2.134
H 2.615 2.984 6.561
H 0.632 4.222 6.412
H 0.473 -1.433 -1.431
H 3.365 1.266 4.951
H -1.105 3.329 4.904
H 2.206 -0.787 0.199
H -2.043 1.318 0.587
H -1.549 -3.974 -5.128
H -0.708 -4.072 -3.608
H -2.344 -4.779 -3.634
H -4.095 -2.550 -1.274
H -2.806 -3.296 -0.341
H -3.478 -4.013 -1.713
H -3.247 -2.652 -4.027
H -1.551 -1.897 -4.231
H -1.203 -2.737 -1.696
```

HOMO level   -8.52 eV
Energy relative to the best compared isomer or geometry (same formula, charge and spin)   0.841 eV
Orbital gap   7.693 eV